# 1
The following is a quantum chemistry calculation of 40 unconnected molecules or ions with the total composition H80O40 at a distorted geometry, from the Open Molecules 2025 dataset.

Computed properties:
- Kohn-Sham gap (eV) = 10.063
- DFT total energy (eV) = -83197.128
- ΔE to the lowest compared entry with this formula, charge and spin (kJ/mol) = 838.2
- strongest force on any atom (eV Å⁻¹) = 2.678
- charge = 0

Last column: Löwdin charge in e.
Geometry (Å):
H1 -0.580 -1.968 -4.842  0.01
H2 -1.298 -0.989 -5.343  0.06
O1 -0.653 -1.597 -5.756  -0.07
H3 2.583 -4.292 0.058  0.00
H4 3.339 -4.511 -1.157  0.05
O2 3.124 -3.742 -0.614  -0.12
H5 1.096 0.142 -6.185  0.01
H6 1.339 -0.965 -5.253  0.01
O3 1.820 -0.428 -5.905  -0.07
H7 -0.794 -1.046 5.270  -0.02
H8 -1.275 -2.417 5.881  0.06
O4 -1.382 -1.812 5.142  -0.05
H9 -1.933 4.068 4.759  0.06
H10 -2.630 4.021 3.517  0.04
O5 -2.748 3.668 4.412  -0.05
H11 5.172 1.290 -1.219  0.07
O6 5.221 1.628 -0.322  -0.03
H12 4.270 -2.672 -2.855  0.02
O7 3.912 -3.325 -3.499  -0.06
H13 -4.892 2.283 1.266  -0.02
H14 -5.405 1.063 2.261  0.03
O8 -5.470 1.523 1.423  -0.06
H15 3.235 -1.811 -1.647  -0.01
H16 3.421 -0.213 -1.446  0.01
O9 3.584 -0.987 -1.987  -0.05
H17 -0.829 1.194 4.978  0.05
H18 0.602 0.955 5.757  0.05
O10 -0.253 0.615 5.485  -0.04
H19 0.373 -4.868 -2.470  0.07
H20 0.262 -3.718 -3.589  0.04
O11 0.764 -4.076 -2.853  -0.03
H21 0.143 6.012 -3.052  0.05
O12 -0.227 5.201 -3.393  -0.04
H22 0.744 1.864 -5.500  0.04
H23 1.309 0.963 -4.449  0.02
O13 0.532 1.510 -4.629  -0.06
H24 1.084 -2.047 -3.171  0.04
H25 0.454 -0.913 -2.379  0.06
O14 0.261 -1.546 -3.087  -0.06
H26 -2.295 -1.115 0.558  0.02
H27 -3.681 -0.931 1.098  0.06
O15 -2.765 -0.682 1.284  -0.05
H28 3.444 -4.154 2.561  0.02
H29 4.780 -4.016 2.275  0.04
O16 4.118 -4.712 2.129  -0.05
H30 0.945 -1.758 1.797  0.01
H31 1.562 -2.445 0.577  0.03
O17 0.761 -2.436 1.123  -0.05
H32 2.756 1.233 1.115  0.02
H33 2.584 2.176 0.087  0.02
O18 2.122 1.380 0.401  -0.04
H34 -2.595 -3.577 -3.116  0.00
O19 -2.779 -3.993 -3.974  -0.05
H35 0.748 -4.871 0.574  0.05
H36 1.809 -6.110 0.625  0.08
O20 1.452 -5.389 0.095  -0.05
H37 -0.580 -3.670 -0.248  -0.01
O21 -1.052 -4.358 0.231  -0.08
H38 6.187 0.240 -0.062  -0.02
H39 5.708 -1.132 -0.371  0.01
O22 6.371 -0.691 0.179  -0.08
H40 -2.959 -4.440 1.459  0.05
H41 -2.258 -3.501 2.527  0.04
O23 -2.598 -4.387 2.355  -0.04
H42 -2.356 1.482 2.575  0.01
H43 -2.712 1.402 1.137  0.01
O24 -2.036 1.782 1.713  -0.07
H44 -3.254 3.306 -2.838  0.01
H45 -1.840 3.695 -3.219  0.00
O25 -2.743 4.032 -3.239  -0.07
H46 -4.529 1.483 -3.170  0.05
H47 -5.174 1.841 -1.712  0.05
O26 -4.828 2.150 -2.552  -0.03
H48 -1.216 -1.646 -1.252  0.01
H49 -0.658 -2.881 -1.712  0.03
O27 -1.547 -2.508 -1.528  -0.09
H50 2.193 1.866 4.161  -0.01
H51 2.926 2.766 5.237  0.06
O28 2.512 1.919 5.057  -0.02
H52 2.746 3.862 1.125  -0.01
H53 2.238 4.598 2.416  0.03
O29 2.309 4.639 1.464  -0.05
H54 -2.665 0.312 5.403  0.02
H55 -3.486 1.537 4.928  0.02
O30 -3.207 0.647 4.681  -0.05
H56 -3.597 -2.092 -1.701  0.00
H57 -4.937 -1.932 -2.172  0.05
O31 -4.251 -1.370 -1.773  -0.06
H58 1.453 2.106 2.689  -0.03
O32 0.837 2.771 2.408  -0.06
H59 2.495 3.913 -2.393  0.05
H60 1.657 4.181 -0.988  0.01
O33 2.443 4.304 -1.519  -0.04
H61 -2.705 -3.182 -4.499  0.03
H62 5.829 2.316 -0.051  0.08
H63 -1.238 -4.172 1.176  0.02
H64 3.038 -3.525 -3.140  -0.02
H65 -0.912 5.170 -4.059  0.04
H66 0.376 2.446 1.630  0.02
O34 -4.444 4.071 1.043  -0.04
H67 -4.567 4.438 1.921  0.05
H68 -4.401 4.764 0.373  0.03
O35 -1.044 0.327 -0.983  -0.05
H69 -1.104 1.075 -0.368  0.02
H70 -1.910 0.531 -1.372  0.06
O36 -0.747 2.837 -1.475  -0.03
H71 0.043 3.228 -1.873  0.02
H72 -0.609 3.096 -0.552  0.05
O37 3.222 -0.982 0.972  -0.05
H73 3.804 -0.252 1.213  0.03
H74 3.688 -1.721 1.386  0.06
O38 0.556 -0.029 2.963  -0.04
H75 -0.290 -0.387 2.632  0.06
H76 0.456 -0.477 3.816  0.02
O39 -3.085 5.854 -1.032  -0.07
H77 -3.096 4.973 -1.441  0.01
H78 -2.374 6.286 -1.515  0.03
O40 1.036 -3.549 3.795  -0.05
H79 1.031 -3.099 2.937  -0.02
H80 0.621 -2.917 4.394  0.01

***

# 2
The following is a quantum chemistry calculation of 40 unconnected molecules or ions with the total composition H80O40 at a distorted geometry, from the Open Molecules 2025 dataset.

Computed properties:
- Kohn-Sham gap (eV) = 9.266
- DFT total energy (eV) = -83195.725
- ΔE to the lowest compared entry with this formula, charge and spin (kJ/mol) = 973.5
- strongest force on any atom (eV Å⁻¹) = 3.569
- charge = 0

Last column: Löwdin charge in e.
Geometry (Å):
H1 -1.147 -3.669 4.280  0.01
H2 -0.454 -5.102 3.823  0.01
O1 -1.041 -4.608 4.410  -0.05
H3 -3.148 -0.605 -1.293  0.01
H4 -2.677 -2.119 -1.374  0.04
O2 -2.579 -1.247 -1.761  -0.04
H5 -1.005 4.163 -1.038  0.05
H6 -1.740 5.203 -1.897  0.08
O3 -1.487 4.272 -1.870  -0.05
H7 -5.685 0.568 1.583  0.04
H8 -5.708 -0.324 2.977  0.08
O4 -5.217 0.091 2.268  -0.04
H9 -1.371 -3.597 -2.293  0.03
H10 -0.196 -3.737 -3.353  0.06
O5 -0.434 -3.768 -2.419  -0.04
H11 2.429 -3.454 -5.376  0.04
O6 2.213 -3.562 -4.442  -0.07
H12 2.053 3.724 3.102  0.03
O7 1.403 4.436 3.060  -0.05
H13 1.339 -5.828 -1.763  0.04
H14 1.306 -4.957 -0.455  0.00
O8 1.847 -5.252 -1.188  -0.04
H15 6.254 -0.660 0.479  0.04
H16 5.375 0.403 -0.345  0.03
O9 5.900 -0.400 -0.373  -0.04
H17 1.482 2.771 -0.744  0.05
H18 1.813 3.975 -0.023  0.05
O10 1.234 3.720 -0.773  -0.06
H19 2.203 -2.362 1.625  0.00
H20 2.968 -2.944 2.890  0.04
O11 3.040 -2.442 2.076  -0.03
H21 3.836 5.353 -2.060  0.06
O12 3.504 4.449 -2.128  -0.08
H22 1.991 -0.231 -3.657  0.03
H23 1.039 -0.366 -4.766  0.03
O13 1.688 -0.894 -4.294  -0.04
H24 -5.886 -3.696 0.884  0.05
H25 -4.875 -2.516 0.662  0.02
O14 -5.409 -3.185 0.223  -0.04
H26 -1.179 0.000 0.346  0.03
H27 -1.030 1.405 -0.675  0.05
O15 -1.406 0.861 0.011  -0.02
H28 3.293 2.559 -2.841  0.03
H29 4.107 1.229 -2.643  0.05
O16 3.266 1.668 -2.487  -0.05
H30 3.508 -0.168 1.839  0.02
H31 2.602 0.826 2.788  0.02
O17 3.275 0.727 2.109  -0.05
H32 4.883 -0.068 3.901  0.00
H33 5.709 0.546 2.855  0.02
O18 5.782 -0.109 3.561  -0.05
H34 1.411 -0.229 -1.032  0.02
O19 1.705 0.537 -0.498  -0.06
H35 -0.894 -1.068 5.619  0.04
H36 -2.202 -1.618 5.098  0.01
O20 -1.853 -0.944 5.694  -0.04
H37 -0.268 -3.258 0.414  0.02
O21 0.110 -2.716 1.110  -0.05
H38 -1.259 1.904 -5.273  0.01
H39 -0.378 0.798 -5.176  -0.02
O22 -0.425 1.628 -5.693  -0.07
H40 1.232 -1.735 -1.973  0.05
H41 0.598 -2.819 -1.042  0.00
O23 1.101 -2.006 -1.054  -0.06
H42 0.589 0.964 1.519  0.04
H43 -0.642 0.403 2.057  0.04
O24 0.311 0.244 2.114  -0.06
H44 -3.241 3.750 -2.327  -0.01
H45 -4.963 3.417 -1.906  0.04
O25 -4.030 3.296 -2.028  -0.07
H46 1.330 1.414 -2.495  -0.01
H47 0.614 2.275 -3.647  0.06
O26 0.839 1.398 -3.323  -0.06
H48 -3.456 0.419 0.198  0.04
H49 -5.080 0.206 0.167  0.02
O27 -4.264 0.260 -0.317  -0.05
H50 4.896 -1.271 -2.356  0.01
H51 4.300 -2.375 -2.944  0.04
O28 4.573 -1.492 -3.248  -0.06
H52 3.740 4.597 -0.131  0.00
H53 4.725 4.406 0.987  0.06
O29 3.845 4.124 0.713  -0.05
H54 -0.433 -0.711 -4.092  -0.02
H55 -1.787 -1.074 -3.239  0.00
O30 -1.389 -0.775 -4.095  -0.07
H56 -0.189 3.301 5.348  0.00
H57 -0.613 4.806 4.767  0.01
O31 -0.757 4.070 5.356  -0.07
H58 -2.163 -5.293 0.136  0.08
O32 -2.401 -4.365 0.284  -0.05
H59 -0.253 1.722 3.464  0.01
H60 -1.548 1.483 4.036  0.01
O33 -0.624 1.520 4.329  -0.06
H61 1.710 0.248 0.425  0.00
H62 2.009 -2.634 -4.213  -0.02
H63 0.341 -1.843 0.777  0.02
H64 1.828 5.050 2.448  0.03
H65 2.624 4.530 -1.672  0.01
H66 -3.285 -4.392 -0.127  0.05
O34 1.038 -4.870 2.630  -0.06
H67 0.201 -5.276 2.347  0.04
H68 0.851 -4.026 2.167  0.00
O35 -2.985 -3.233 2.906  -0.05
H69 -2.582 -3.531 3.708  -0.02
H70 -2.974 -3.520 1.996  -0.01
O36 2.183 -0.994 4.346  -0.05
H71 2.053 -1.127 5.302  0.06
H72 3.139 -0.911 4.503  0.03
O37 0.795 5.862 -2.402  -0.07
H73 0.494 4.951 -2.280  -0.01
H74 0.523 6.056 -3.306  0.05
O38 -6.387 -0.082 -2.108  -0.06
H75 -5.959 -0.574 -2.820  0.05
H76 -5.821 0.561 -1.656  0.00
O39 -2.544 1.958 -3.848  -0.05
H77 -2.262 2.067 -2.934  0.01
H78 -2.732 1.010 -3.883  0.04
O40 -3.251 1.670 2.966  -0.05
H79 -4.014 1.978 2.478  0.03
H80 -3.471 0.797 3.306  0.03

***

The highest DFT total energy belongs to which entry? number 2